#A
ORCA calculation (ωB97M-V with the def2-TZVPD basis set) on C3H11NSi in the gas phase.

The gap between HOMO and LUMO comes out at 10.463 eV. As for the molecular weight: 89.2 g mol⁻¹. The structure (SMILES) is CCN[SiH2]C.

Each atom is followed by the atoms it is bonded to, with distances in Å.
Atoms and positions in Å:
1 C 2.1132 0.5320 0.5449  C2 1.509, H6 1.073, H7 1.085, H8 1.210
2 C 1.5965 -0.6724 -0.2029  C1 1.509, N3 1.518, H9 1.053, H10 1.135
3 N 0.2217 -0.6667 -0.8458  C2 1.518, Si4 1.757, H11 1.095
4 Si -1.1369 -0.5179 0.2587  N3 1.757, C5 1.927, H12 1.595, H13 1.442
5 C -2.6388 0.3434 -0.5882  Si4 1.927, H14 1.131, H15 1.135, H16 1.106
6 H 1.3997 0.8076 1.2975  C1 1.073
7 H 3.0530 0.2074 0.9786  C1 1.085
8 H 2.5125 1.5671 0.0620  C1 1.210
9 H 2.2508 -1.1703 -0.8603  C2 1.053
10 H 1.4297 -1.3134 0.7183  C2 1.135
11 H 0.2608 0.2068 -1.5054  N3 1.095
12 H -0.9712 0.6271 1.3563  Si4 1.595
13 H -1.2501 -1.7065 1.0665  Si4 1.442
14 H -3.6535 -0.1560 -0.6131  C5 1.131
15 H -2.7841 1.3198 -0.0272  C5 1.135
16 H -2.4032 0.5918 -1.6399  C5 1.106


#B
ORCA calculation (ωB97M-V with the def2-TZVPD basis set) on 2 unconnected molecules or ions with the total composition C3H11NSi.

The gap between HOMO and LUMO (spin up / spin down) comes out at 7.821 / 7.313 eV. As for the molecular weight: 89.2 g mol⁻¹.

Each atom is followed by the atoms it is bonded to, with distances in Å.
Atoms and positions in Å:
1 C 1.0508 1.6226 0.1295  C3 1.532, H6 1.139, H7 1.095, H8 1.039
2 C 1.6514 -0.6951 -0.5038  C3 1.501, H9 1.181, H10 1.119, H11 1.042
3 C 1.0698 0.1599 0.5842  C1 1.532, C2 1.501, H12 1.072
4 N -2.4372 -1.5888 -0.3478  Si5 1.727, H13 1.000, H14 1.074
5 Si -2.1990 -0.1887 0.6343  N4 1.727, H15 1.448, H16 1.426
6 H 0.5895 2.3977 0.8246  C1 1.139
7 H 2.1167 1.8537 0.0312  C1 1.095
8 H 0.5231 1.7729 -0.7529  C1 1.039
9 H 1.5371 -1.8687 -0.4386  C2 1.181
10 H 2.6746 -0.2761 -0.6744  C2 1.119
11 H 1.0425 -0.5334 -1.3343  C2 1.042
12 H 1.3126 -0.0066 1.6153  C3 1.072
13 H -3.3158 -1.6883 -0.8148  N4 1.000
14 H -2.4212 -2.5530 0.1238  N4 1.074
15 H -2.6011 0.1134 1.9918  Si5 1.448
16 H -2.2650 0.9904 -0.1651  Si5 1.426


The computed energies, referenced to the most stable structure and given in hartree, are #A 0.0000; #B 0.1071.


#A
ORCA calculation (ωB97M-V with the def2-TZVPD basis set) on a gas-phase ion, C5H8NO2 (charge +1).

As for the charge: +1. The gap between HOMO and LUMO (spin up / spin down) comes out at 7.799 / 7.800 eV. As for the molecular weight: 114.1 g mol⁻¹. The structure (SMILES) is [NH2+]=C/C=C\C=C(O)O.

Each atom is followed by the atoms it is bonded to, with distances in Å.
Atoms and positions in Å:
1 N 1.7057 1.1395 0.9279  C2 1.318, H9 1.002, H10 1.013
2 C 1.8650 0.5157 -0.2222  N1 1.318, C3 1.373, H11 1.092
3 C 1.0599 -0.4848 -0.7075  C2 1.373, C4 1.446, H12 1.092
4 C 0.1296 -1.3191 0.0195  C3 1.446, C5 1.401, H13 1.129
5 C -1.1008 -0.9370 0.5699  C4 1.401, C6 1.459, H14 1.065
6 C -1.7982 0.2078 -0.0070  C5 1.459, O7 1.301, O8 1.304
7 O -1.3782 0.7570 -1.1095  C6 1.301, H15 0.988
8 O -3.0078 0.4550 0.4137  C6 1.304, H16 0.994
9 H 1.0005 0.9787 1.6209  N1 1.002
10 H 2.2802 1.9317 1.1886  N1 1.013
11 H 2.8834 0.5985 -0.6081  C2 1.092
12 H 1.5355 -1.0684 -1.4992  C3 1.092
13 H 0.2945 -2.4153 -0.1920  C4 1.129
14 H -1.4950 -1.5172 1.3712  C5 1.065
15 H -0.5846 0.2394 -1.3887  O7 0.988
16 H -3.3898 0.9186 -0.3778  O8 0.994


#B
ORCA calculation (ωB97M-V with the def2-TZVPD basis set) on a gas-phase ion, C5H8NO2 (charge +1).

As for the charge: +1. The gap between HOMO and LUMO comes out at 10.808 eV. As for the molecular weight: 114.1 g mol⁻¹.

Each atom is followed by the atoms it is bonded to, with distances in Å.
Atoms and positions in Å:
1 C -0.9984 0.5380 -1.8929  N6 1.266, O7 1.389, H9 1.126
2 C -0.4156 0.1383 0.1755  C5 1.781, O7 1.301, O8 1.242
3 C 2.2155 -0.5141 -0.6399  C5 1.611, H10 1.082, H11 1.149, H12 1.160
4 C -1.6497 -0.2919 2.1767  O8 1.418, H13 1.152, H14 1.005, H15 1.104
5 C 0.9727 0.4817 -0.8859  C2 1.781, C3 1.611, N6 1.339, H16 1.149
6 N 0.2612 0.5843 -2.0156  C1 1.266, C5 1.339
7 O -1.4428 0.2004 -0.6211  C1 1.389, C2 1.301
8 O -0.4863 -0.0642 1.3985  C2 1.242, C4 1.418
9 H -1.6348 0.9119 -2.7435  C1 1.126
10 H 3.1641 -0.0044 -0.7441  C3 1.082
11 H 2.2343 -1.0285 0.3873  C3 1.149
12 H 2.0725 -1.4096 -1.3638  C3 1.160
13 H -1.5414 -1.3547 2.6072  C4 1.152
14 H -2.5085 -0.0779 1.7016  C4 1.005
15 H -1.5247 0.3363 3.0756  C4 1.104
16 H 1.2820 1.5544 -0.6157  C5 1.149


The computed energies, referenced to the most stable structure and given in hartree, are #A 0.0000; #B 0.0526.


#A
ORCA calculation (ωB97M-V with the def2-TZVPD basis set) on a gas-phase ion, C9H19N2 (charge +1).

As for the charge: +1. The gap between HOMO and LUMO comes out at 9.003 eV. As for the molecular weight: 155.3 g mol⁻¹.

Each atom is followed by the atoms it is bonded to, with distances in Å.
Atoms and positions in Å:
1 C -1.9190 -0.1290 -0.9818  N10 1.557, N11 1.305
2 C 0.5824 -0.3472 -0.0387  C9 1.483, N10 1.312, H12 1.147
3 C 2.5577 1.3560 0.3072  C9 1.497, H13 1.124, H14 1.128, H15 1.057
4 C 2.3984 -0.5457 -1.2457  C9 1.525, H16 1.089, H17 1.041, H18 1.101
5 C 2.5542 -0.9424 1.3071  C9 1.575, H19 1.156, H20 1.036, H21 1.055
6 C -0.3833 1.5650 -1.0365  N10 1.405, H22 1.107, H23 1.102, H24 1.083
7 C -4.1203 -0.7503 -0.4645  N11 1.431, H25 1.115, H26 1.078, H27 1.075
8 C -2.5874 -0.4026 1.3946  N11 1.472, H28 1.109, H29 1.077, H30 1.047
9 C 2.0199 -0.0307 0.1388  C2 1.483, C3 1.497, C4 1.525, C5 1.575
10 N -0.4469 0.2253 -0.6176  C1 1.557, C2 1.312, C6 1.405
11 N -2.7697 -0.4977 -0.0634  C1 1.305, C7 1.431, C8 1.472
12 H 0.3664 -1.4163 0.3175  C2 1.147
13 H 3.6572 1.1654 0.1688  C3 1.124
14 H 2.5365 1.6584 1.3937  C3 1.128
15 H 2.2002 2.0860 -0.3687  C3 1.057
16 H 2.2713 0.1524 -2.0723  C4 1.089
17 H 3.4151 -0.7324 -1.1229  C4 1.041
18 H 2.0265 -1.5542 -1.4849  C4 1.101
19 H 2.1023 -0.4014 2.2227  C5 1.156
20 H 3.5765 -0.7860 1.3677  C5 1.036
21 H 2.2203 -1.9409 1.3762  C5 1.055
22 H -1.2955 1.6967 -1.6498  C6 1.107
23 H 0.4872 1.7883 -1.6743  C6 1.102
24 H -0.3354 2.3518 -0.2938  C6 1.083
25 H -4.3534 -1.8307 -0.6105  C7 1.115
26 H -4.9067 -0.3659 0.1644  C7 1.078
27 H -4.3600 -0.3684 -1.4401  C7 1.075
28 H -1.6395 -0.9500 1.5701  C8 1.109
29 H -2.4208 0.6556 1.5080  C8 1.077
30 H -3.4340 -0.7090 1.9286  C8 1.047


#B
ORCA calculation (ωB97M-V with the def2-TZVPD basis set) on a gas-phase ion, C9H19N2 (charge +1).

As for the charge: +1. The gap between HOMO and LUMO comes out at 11.207 eV. As for the molecular weight: 155.3 g mol⁻¹. The structure (SMILES) is CC/C=N/C[C@]1(C)C[N@H+]1CC.

Each atom is followed by the atoms it is bonded to, with distances in Å.
Atoms and positions in Å:
1 C -2.1532 -0.6813 -2.8464  C2 1.546, H12 1.127, H13 1.012, H14 1.164
2 C -1.8613 0.8105 -3.1276  C1 1.546, C3 1.441, H15 0.994, H16 1.056
3 C -1.2635 1.5395 -2.0378  C2 1.441, N4 1.280, H17 1.152
4 N -0.9170 0.9558 -0.9521  C3 1.280, C5 1.437
5 C -0.0233 1.7305 -0.1357  N4 1.437, C6 1.471, H18 1.032, H19 1.126
6 C 0.7536 0.8763 0.7765  C5 1.471, C7 1.532, C8 1.542, N9 1.483
7 C 1.6617 1.4708 1.8579  C6 1.532, H20 1.081, H21 1.035, H22 1.130
8 C 1.4698 -0.3468 0.1684  C6 1.542, N9 1.484, H23 1.161, H24 1.161
9 N 0.3877 -0.5061 1.1712  C6 1.483, C8 1.484, C10 1.524, H25 1.083
10 C 0.6362 -1.2462 2.4806  N9 1.524, C11 1.541, H26 1.082, H27 1.131
11 C 0.5646 -2.7218 2.0430  C10 1.541, H28 1.180, H29 1.176, H30 1.035
12 H -2.6144 -0.7101 -1.8186  C1 1.127
13 H -1.2231 -1.0707 -2.7626  C1 1.012
14 H -2.6847 -1.1537 -3.7678  C1 1.164
15 H -2.7137 1.1717 -3.4897  C2 0.994
16 H -1.2492 0.8120 -3.9879  C2 1.056
17 H -0.9330 2.6424 -2.0023  C3 1.152
18 H -0.5046 2.4152 0.4686  C5 1.032
19 H 0.8070 2.3148 -0.6226  C5 1.126
20 H 2.3523 2.2531 1.5747  C7 1.081
21 H 2.3121 0.7916 2.2898  C7 1.035
22 H 0.9937 2.1379 2.4781  C7 1.130
23 H 1.2451 -0.7714 -0.8884  C8 1.161
24 H 2.5112 -0.7415 0.4948  C8 1.161
25 H -0.5716 -0.8264 0.7834  N9 1.083
26 H 1.6175 -0.8398 2.6847  C10 1.082
27 H -0.1681 -0.7840 3.1278  C10 1.131
28 H 1.0273 -3.4199 2.8745  C11 1.180
29 H -0.5465 -3.0992 1.9705  C11 1.176
30 H 1.0876 -3.0032 1.1951  C11 1.035


The computed energies, referenced to the most stable structure and given in hartree, are #A 0.0230; #B 0.0000.